Entry from the OMol25 dataset: C20H30ClN3O3 in the gas phase (ωB97M-V/def2-TZVPD).

## Properties
* SMILES string: CC[C@H](C)[C@@H](CC(=O)N[C@@]1(CO)CC[C@H](C)C1)NC(=O)c1cncc(Cl)c1
* Kohn-Sham gap: 9.941 eV
* energy: -44364.1734 eV
* E_LUMO: 0.4 eV

Structure (XYZ):
```
57
C20H30ClN3O3 ωB97M-V/def2-TZVPD
C -2.61 -2.36 -4.37
C -2.05 -1.94 -3.02
C -0.52 -1.94 -2.96
C 0.05 -3.35 -3.04
C -0.04 -1.22 -1.69
C 1.49 -1.26 -1.51
C 1.90 -0.28 -0.43
O 2.37 0.82 -0.71
N 1.62 -0.67 0.83
C 1.92 0.08 2.05
C 3.43 0.19 2.23
O 4.05 -1.09 2.26
C 1.22 1.46 2.05
C -0.12 1.27 2.79
C -0.24 -0.23 3.09
C -1.08 -0.55 4.31
C 1.23 -0.66 3.20
N -0.47 0.17 -1.67
C -1.29 0.66 -0.72
O -1.95 -0.04 0.03
C -1.37 2.16 -0.64
C -2.56 2.73 -0.21
N -2.74 4.04 -0.07
C -1.71 4.84 -0.34
C -0.48 4.35 -0.76
Cl 0.82 5.45 -1.07
C -0.30 2.99 -0.92
H -3.70 -2.28 -4.38
H -2.23 -1.71 -5.17
H -2.36 -3.39 -4.63
H -2.42 -0.94 -2.78
H -2.42 -2.61 -2.24
H -0.14 -1.36 -3.82
H -0.22 -3.92 -2.14
H -0.36 -3.89 -3.90
H 1.13 -3.36 -3.14
H -0.53 -1.68 -0.83
H 1.81 -2.27 -1.26
H 1.99 -0.95 -2.43
H 1.34 -1.63 0.95
H 3.85 0.74 1.38
H 3.64 0.75 3.14
H 4.22 -1.33 3.17
H 1.85 2.18 2.56
H 1.10 1.82 1.03
H -0.12 1.83 3.73
H -0.97 1.63 2.21
H -0.68 -0.72 2.22
H -0.66 -0.08 5.20
H -2.10 -0.20 4.19
H -1.12 -1.63 4.50
H 1.38 -1.74 3.17
H 1.64 -0.29 4.15
H 0.08 0.83 -2.21
H -3.40 2.09 0.04
H -1.85 5.90 -0.21
H 0.67 2.60 -1.21
```

=====

Entry from the OMol25 dataset: a molecular structure, C30H44BrDyN3O6Si (ωB97M-V/def2-TZVPD).

## Properties
* expectation value of S²: 9.04
* net charge: +1
* multiplicity: 6
* Kohn-Sham gap (alpha / beta): 7.502 / 7.568 eV
* energy: -150581.9281 eV
* E_LUMO (alpha / beta): -3.2 / -3.2 eV

Structure (XYZ):
```
86
C30H44BrDyN3O6Si ωB97M-V/def2-TZVPD
Dy -2.18 0.72 1.69
O -2.67 3.38 5.30
C -2.30 2.71 4.24
O -3.03 1.96 3.62
C -0.85 2.94 3.85
O -0.65 2.52 2.52
C -0.72 3.57 1.54
C -1.59 3.12 0.30
O -1.25 3.51 -0.79
O -2.58 2.39 0.59
H -3.59 3.21 5.57
H -0.57 3.99 4.00
H -0.21 2.33 4.51
H -1.20 4.47 1.95
H 0.28 3.83 1.19
C -3.21 -3.24 -0.24
C -3.37 -1.93 0.48
N -2.59 -1.50 1.42
N -1.49 -2.20 1.82
C -0.75 -1.50 2.68
O -1.04 -0.33 3.11
C 0.53 -2.12 3.09
C 0.94 -3.36 2.61
C 2.17 -3.87 2.97
C 3.00 -3.15 3.82
C 2.61 -1.91 4.29
C 1.38 -1.40 3.93
C -4.49 -1.03 0.18
C -5.46 -1.31 -0.79
C -6.52 -0.44 -0.96
C -6.60 0.68 -0.15
C -5.58 0.92 0.76
N -4.54 0.11 0.92
H -2.36 -3.76 0.17
H -3.06 -3.08 -1.31
H -4.11 -3.84 -0.11
H 0.28 -3.91 1.95
H 2.49 -4.83 2.60
H 3.95 -3.56 4.12
H 3.26 -1.35 4.95
H 1.06 -0.43 4.29
H -5.37 -2.19 -1.40
H -7.26 -0.64 -1.71
H -7.43 1.37 -0.24
H -5.61 1.80 1.38
C 1.56 0.57 -4.63
C 0.67 0.17 -3.45
C 0.10 -1.23 -3.75
C -0.53 1.12 -3.38
Si 1.70 0.19 -1.79
Br -0.15 0.26 0.01
C 2.60 -1.48 -1.32
C 3.58 -1.88 -2.43
C 1.63 -2.64 -1.08
C 3.40 -1.30 -0.02
C 2.67 1.85 -1.36
C 1.86 3.06 -1.83
C 2.93 2.02 0.14
C 4.02 1.86 -2.09
H 1.00 0.49 -5.56
H 2.42 -0.09 -4.71
H 1.92 1.59 -4.54
H -0.51 -1.18 -4.64
H -0.52 -1.58 -2.93
H 0.90 -1.95 -3.93
H -1.08 1.07 -4.31
H -0.23 2.15 -3.23
H -1.20 0.85 -2.57
H 3.07 -2.07 -3.37
H 4.09 -2.80 -2.15
H 4.33 -1.11 -2.60
H 1.10 -2.92 -1.98
H 0.91 -2.39 -0.31
H 2.19 -3.51 -0.75
H 4.21 -0.60 -0.16
H 3.83 -2.25 0.28
H 2.75 -0.95 0.78
H 0.87 3.09 -1.36
H 1.74 3.07 -2.90
H 2.38 3.98 -1.55
H 2.03 1.86 0.73
H 3.28 3.03 0.32
H 3.69 1.34 0.50
H 3.90 1.73 -3.16
H 4.68 1.08 -1.72
H 4.51 2.82 -1.92
```

=====

Entry from the OMol25 dataset: C9H12BrN in the gas phase (ωB97M-V/def2-TZVPD).

## Properties
* expectation value of S²: 2.02
* multiplicity: 3
* Kohn-Sham gap (alpha / beta): 6.497 / 6.665 eV
* energy: -81055.9352 eV
* E_LUMO (alpha / beta): 0.8 / -1.9 eV

Structure (XYZ):
```
23
C9H12BrN ωB97M-V/def2-TZVPD
C -2.48 1.99 -1.13
C -2.46 2.36 0.18
C -1.73 0.80 -1.19
C -1.43 1.62 0.94
C -1.44 0.09 -2.31
C -1.02 1.78 2.22
C 2.11 -1.23 0.48
C 1.06 -0.23 -0.06
C -0.40 -0.59 0.40
N -1.14 0.60 0.03
Br -3.34 3.94 0.83
H -3.16 2.33 -1.85
H -0.69 -0.77 -2.28
H -2.04 0.09 -3.21
H -0.56 0.98 2.81
H -1.16 2.74 2.78
H 1.80 -2.24 0.31
H 3.08 -1.10 -0.05
H 2.18 -1.17 1.62
H 1.12 -0.40 -1.10
H 1.29 0.73 0.39
H -0.73 -1.43 -0.19
H -0.44 -0.59 1.45
```